{"formula": "C23H43N3O9S4", "method": "the ωB97M-V functional and the def2-TZVPD basis", "orbital_gap_ev": 8.3, "smiles": "CCN(CC)C(=S)SCCC[C@@]1(CCOC=O)C(=O)N[C@H](O)[C@]1(N)O.O=S1(=O)CCCC1.O=S1(=O)CCCC1", "e_lumo_ev": 0.3, "elements": ["C", "C", "N", "C", "C", "C", "S", "S", "C", "C", "C", "C", "C", "C", "O", "C", "O", "C", "O", "N", "C", "O", "C", "N", "O", "H", "H", "H", "H", "H", "H", "H", "H", "H", "H", "H", "H", "H", "H", "H", "H", "H", "H", "H", "H", "H", "H", "H", "H", "H", "H", "H", "C", "C", "C", "S", "O", "O", "C", "H", "H", "H", "H", "H", "H", "H", "H", "C", "C", "C", "S", "O", "O", "C", "H", "H", "H", "H", "H", "H", "H", "H"], "positions_angstrom": [[3.92, 2.20, 0.59], [4.37, 0.69, 1.02], [4.17, -0.17, -0.17], [5.37, -0.94, -0.60], [5.83, -0.31, -2.03], [2.93, -0.93, -0.20], [2.51, -1.62, -1.70], [1.78, -1.25, 1.20], [0.14, -1.59, 0.36], [-1.09, -1.74, 1.37], [-1.87, -0.37, 1.68], [-3.04, -0.01, 0.65], [-4.18, -1.11, 0.32], [-3.74, -2.19, -0.79], [-4.77, -2.48, -1.78], [-4.04, -2.73, -2.99], [-3.35, -3.77, -3.17], [-3.93, 1.05, 1.54], [-4.39, 0.92, 2.70], [-4.30, 2.33, 0.89], [-3.32, 2.48, -0.22], [-4.12, 2.84, -1.37], [-2.74, 0.97, -0.59], [-1.33, 1.28, -0.96], [-3.38, 0.73, -1.86], [4.88, 2.80, 0.37], [3.39, 2.13, -0.43], [3.26, 2.70, 1.38], [5.50, 0.78, 1.23], [3.90, 0.34, 2.00], [5.15, -2.07, -0.75], [6.27, -0.89, 0.10], [5.50, 0.80, -1.98], [6.95, -0.38, -2.22], [5.18, -0.77, -2.86], [0.00, -0.84, -0.49], [0.26, -2.62, -0.16], [-1.74, -2.60, 1.01], [-0.64, -2.09, 2.38], [-1.12, 0.51, 1.74], [-2.28, -0.47, 2.76], [-4.59, -1.59, 1.27], [-5.06, -0.52, -0.14], [-3.54, -3.18, -0.23], [-2.73, -1.87, -1.25], [-4.16, -1.94, -3.82], [-5.26, 2.15, 0.52], [-2.53, 3.31, -0.10], [-4.38, 3.79, -1.32], [-1.37, 2.14, -1.53], [-0.71, 1.40, -0.15], [-2.65, 0.70, -2.54], [0.08, 7.24, 0.34], [-0.48, 7.76, -0.99], [0.00, 6.81, -2.09], [0.23, 5.21, -1.32], [1.63, 4.88, -1.36], [-0.80, 4.30, -1.79], [-0.18, 5.74, 0.34], [-0.38, 7.73, 1.19], [1.16, 7.42, 0.38], [-1.57, 7.75, -0.95], [-0.16, 8.78, -1.19], [-0.74, 6.72, -2.89], [0.96, 7.13, -2.51], [0.42, 5.19, 1.06], [-1.24, 5.53, 0.50], [0.25, -7.26, 1.30], [1.49, -6.94, 0.47], [1.85, -5.48, 0.71], [1.26, -5.08, 2.35], [0.20, -4.11, 2.24], [2.38, -4.90, 3.24], [0.52, -6.67, 2.69], [0.05, -8.33, 1.35], [-0.63, -6.77, 0.86], [2.32, -7.59, 0.79], [1.33, -7.14, -0.59], [2.93, -5.31, 0.67], [1.35, -4.82, 0.00], [-0.38, -6.55, 3.28], [1.25, -7.27, 3.23]], "mulliken_charge": [-0.903, -0.538, 0.411, -0.596, -0.757, -0.192, -0.254, -0.163, -0.708, -0.525, -0.873, 1.271, -1.033, -0.236, -0.416, 0.260, -0.492, -0.059, -0.593, -0.365, 0.389, -0.566, 0.485, -0.691, -0.637, 0.319, 0.240, 0.228, 0.314, 0.406, 0.269, 0.402, 0.182, 0.327, 0.206, 0.460, 0.258, 0.039, 0.475, 0.273, 0.551, 0.341, 0.452, 0.303, 0.263, 0.332, 0.387, -0.504, 0.372, 0.294, 0.233, 0.460, -0.660, -0.619, -0.677, 1.144, -0.681, -0.670, -0.659, 0.350, 0.304, 0.295, 0.321, 0.331, 0.369, 0.507, 0.263, -0.561, -0.698, -0.315, 1.035, -0.480, -0.735, -0.750, 0.359, 0.288, 0.287, 0.367, 0.384, 0.086, 0.381, 0.336]}



{"formula": "C23H43O5PtSSe2Si", "method": "the ωB97M-V functional and the def2-TZVPD basis", "relative_energy_kj_mol": 188.7, "s2": 6.0239, "multiplicity": 5, "orbital_gap_ev": [8.9, 6.2], "charge": 1, "e_lumo_ev": [-2.0, -5.3], "elements": ["Pt", "C", "C", "C", "C", "C", "C", "H", "H", "H", "H", "H", "H", "O", "C", "C", "C", "O", "C", "Se", "C", "Se", "H", "H", "H", "H", "H", "H", "H", "H", "H", "H", "C", "C", "C", "C", "O", "Si", "S", "O", "C", "C", "C", "C", "O", "C", "C", "C", "C", "H", "H", "H", "H", "H", "H", "H", "H", "H", "H", "H", "H", "H", "H", "H", "H", "H", "H", "H", "H", "H", "H", "H", "H", "H", "H", "H"], "positions_angstrom": [[-1.33, 1.07, 1.09], [-3.91, 1.39, -0.62], [-3.59, 2.54, 0.05], [-2.99, 3.60, -0.65], [-2.67, 3.53, -1.96], [-2.86, 2.30, -2.58], [-3.59, 1.33, -1.96], [-4.41, 0.58, -0.10], [-3.86, 2.77, 1.05], [-2.78, 4.51, -0.07], [-2.17, 4.35, -2.45], [-2.51, 2.13, -3.57], [-3.65, 0.29, -2.39], [-1.26, -0.82, 4.49], [-0.04, -0.11, 4.18], [-0.15, 1.46, 4.57], [0.27, 1.49, 6.00], [-0.66, 0.69, 6.77], [0.64, 2.45, 3.55], [0.09, 2.83, 1.75], [-1.59, 1.87, 4.53], [-2.78, 1.04, 3.21], [-1.38, -0.56, 5.40], [0.17, -0.27, 3.11], [0.77, -0.58, 4.73], [0.13, 2.49, 6.30], [1.28, 1.14, 6.11], [-0.62, 0.94, 7.71], [1.63, 2.04, 3.46], [0.77, 3.42, 4.06], [-1.70, 2.93, 4.30], [-2.17, 1.69, 5.44], [1.22, 1.97, -2.83], [2.12, 1.29, -1.82], [2.73, 2.24, -0.80], [3.18, 0.43, -2.45], [1.22, 0.43, -0.98], [0.47, -0.95, -1.24], [-1.05, -0.95, 0.31], [1.30, -2.34, -1.07], [2.14, -2.89, 0.05], [3.45, -3.31, -0.56], [1.31, -4.05, 0.65], [2.32, -1.79, 1.16], [-0.42, -0.95, -2.56], [-1.05, -1.98, -3.42], [-2.19, -2.59, -2.66], [-0.05, -3.03, -3.90], [-1.59, -1.24, -4.65], [1.85, 2.69, -3.43], [0.33, 2.37, -2.35], [0.85, 1.14, -3.51], [3.46, 2.84, -1.40], [3.27, 1.69, -0.03], [1.96, 2.91, -0.31], [3.35, 0.89, -3.48], [2.80, -0.60, -2.61], [4.13, 0.33, -1.92], [3.40, -4.29, -1.10], [4.36, -3.32, 0.13], [3.83, -2.68, -1.37], [1.06, -4.80, -0.11], [0.42, -3.57, 1.08], [1.85, -4.57, 1.39], [2.89, -0.84, 0.95], [2.70, -2.22, 2.10], [1.30, -1.48, 1.34], [-1.72, -3.15, -1.85], [-2.82, -3.27, -3.25], [-2.78, -1.82, -2.21], [0.40, -3.44, -3.02], [0.70, -2.61, -4.57], [-0.62, -3.90, -4.27], [-2.31, -0.46, -4.33], [-2.10, -1.92, -5.34], [-0.76, -0.75, -5.24]], "mulliken_charge": [1.647, -0.285, -0.940, -0.022, -0.892, -0.039, -0.292, 0.470, 0.714, 0.370, 0.426, 0.461, 0.140, -0.491, -0.720, 1.711, -1.243, -0.597, -1.511, -0.192, -1.442, 0.025, 0.390, -0.045, 0.561, 0.579, 0.458, 0.361, 0.522, 0.536, 0.508, 0.543, -1.004, 1.172, -1.321, -1.091, 0.287, -1.356, -0.663, 0.293, 1.668, -1.558, -1.665, -1.006, 0.492, 1.503, -1.206, -1.554, -1.461, 0.474, 0.082, 0.153, 0.441, 0.320, -0.014, 0.373, 0.026, 0.356, 0.367, 0.302, 0.300, 0.327, 0.308, 0.523, 0.133, 0.559, -0.047, 0.282, 0.466, 0.099, 0.206, 0.356, 0.463, 0.161, 0.404, 0.334]}



{"formula": "C23H44AuNP3Se", "method": "the ωB97M-V functional and the def2-TZVPD basis", "s2": 2.0112, "multiplicity": 3, "orbital_gap_ev": [8.3, 3.7], "charge": 3, "e_lumo_ev": [-8.3, -12.9], "elements": ["Au", "P", "P", "P", "H", "C", "C", "H", "C", "C", "C", "C", "C", "C", "C", "C", "C", "H", "H", "H", "H", "H", "H", "H", "H", "H", "H", "H", "H", "H", "H", "H", "H", "H", "H", "H", "H", "H", "H", "H", "H", "H", "H", "H", "H", "H", "C", "C", "C", "C", "C", "C", "Se", "H", "H", "H", "H", "H", "H", "C", "C", "C", "C", "N", "C", "C", "H", "H", "H", "H", "H", "H", "H"], "positions_angstrom": [[1.56, -0.59, -0.78], [-1.78, 0.35, 1.03], [2.07, 0.61, 1.28], [-0.39, -1.74, -1.65], [5.88, -2.56, -1.29], [5.07, -2.55, -2.05], [4.04, -1.70, -2.17], [3.66, -1.03, -1.38], [-2.24, -0.73, 2.46], [-1.73, 1.97, 1.90], [-3.44, 0.58, 0.25], [3.88, 0.29, 1.37], [2.01, 2.47, 1.37], [1.71, 0.26, 3.08], [0.51, -2.84, -2.78], [-1.54, -0.87, -2.80], [-1.53, -3.00, -0.90], [5.32, -3.23, -2.87], [3.62, -1.62, -3.18], [-3.16, -0.34, 2.93], [-1.41, -0.72, 3.19], [-2.40, -1.77, 2.11], [-2.69, 2.10, 2.40], [-1.59, 2.76, 1.14], [-0.93, 2.01, 2.66], [-4.16, 0.78, 1.05], [-3.74, -0.32, -0.29], [-3.40, 1.44, -0.44], [4.34, 0.74, 2.26], [4.33, 0.69, 0.46], [4.03, -0.79, 1.38], [2.62, 2.82, 2.22], [0.98, 2.83, 1.49], [2.42, 2.89, 0.44], [2.59, 0.67, 3.60], [1.64, -0.82, 3.28], [0.80, 0.72, 3.49], [-0.18, -3.53, -3.29], [1.26, -3.40, -2.20], [1.02, -2.22, -3.52], [-1.87, -1.63, -3.53], [-1.00, -0.07, -3.31], [-2.43, -0.45, -2.30], [-1.77, -3.67, -1.75], [-2.47, -2.58, -0.51], [-1.03, -3.55, -0.10], [2.24, -4.80, 1.84], [2.93, -4.12, 0.80], [3.63, -4.88, -0.16], [3.70, -6.27, -0.07], [2.97, -6.91, 0.92], [2.31, -6.21, 1.93], [1.11, -3.99, 3.20], [-0.09, -4.35, 2.36], [2.85, -3.02, 0.76], [4.12, -4.39, -0.98], [4.31, -6.86, -0.76], [2.94, -7.99, 0.90], [1.79, -6.68, 2.78], [-0.06, 6.19, -3.32], [0.05, 4.80, -2.72], [-1.10, 4.08, -2.39], [-1.01, 2.82, -1.79], [0.16, 2.23, -1.54], [1.26, 2.84, -1.98], [1.26, 4.13, -2.52], [-0.33, 6.15, -4.39], [-0.85, 6.77, -2.81], [0.84, 6.80, -3.29], [-2.10, 4.45, -2.58], [-1.92, 2.26, -1.54], [2.20, 2.28, -1.92], [2.21, 4.54, -2.77]], "mulliken_charge": [0.867, 0.711, 0.595, 0.575, 0.353, -0.959, 0.198, -0.225, -1.235, -1.224, -1.254, -1.298, -1.048, -1.108, -1.287, -1.111, -1.104, 0.368, 0.242, 0.477, 0.332, 0.350, 0.529, 0.380, 0.378, 0.528, 0.361, 0.356, 0.489, 0.400, 0.331, 0.467, 0.220, 0.369, 0.461, 0.088, 0.342, 0.509, 0.343, 0.344, 0.477, 0.301, 0.280, 0.464, 0.351, 0.163, 0.042, 0.238, -0.201, -0.652, -0.557, -0.398, 0.269, 0.227, 0.385, 0.299, 0.439, 0.407, 0.404, -1.404, 0.726, -0.764, -0.149, 0.260, -0.307, -0.893, 0.311, 0.366, 0.384, 0.461, 0.119, 0.381, 0.468]}



{"formula": "C23H44F18Li2O18P3", "method": "the ωB97M-V functional and the def2-TZVPD basis", "orbital_gap_ev": 10.7, "charge": -1, "e_lumo_ev": 1.8, "elements": ["Li", "Li", "P", "F", "F", "F", "F", "F", "F", "P", "F", "F", "F", "F", "F", "F", "P", "F", "F", "F", "F", "F", "F", "C", "C", "O", "C", "O", "O", "H", "H", "H", "H", "C", "C", "O", "C", "O", "O", "C", "H", "H", "H", "H", "H", "H", "H", "H", "C", "C", "O", "C", "O", "O", "C", "H", "H", "H", "H", "H", "H", "H", "H", "C", "C", "O", "C", "O", "O", "C", "H", "H", "H", "H", "H", "H", "H", "H", "C", "C", "O", "C", "O", "O", "C", "H", "H", "H", "H", "H", "H", "H", "H", "C", "C", "O", "C", "O", "O", "C", "H", "H", "H", "H", "H", "H", "H", "H"], "positions_angstrom": [[-0.24, 1.38, 1.54], [-1.89, -3.69, 0.59], [-2.93, 3.31, 1.78], [-2.25, 4.75, 1.35], [-3.96, 4.11, 2.72], [-3.91, 3.42, 0.52], [-3.53, 1.87, 2.10], [-1.76, 2.62, 0.84], [-1.93, 3.16, 3.05], [-3.92, -4.25, 2.62], [-4.25, -3.17, 1.46], [-2.42, -3.56, 2.74], [-4.48, -3.27, 3.73], [-3.53, -5.34, 3.74], [-5.32, -4.96, 2.37], [-3.22, -5.21, 1.46], [-0.61, -1.01, 0.62], [-0.63, -2.40, 1.47], [-1.47, -0.29, 1.78], [0.75, -0.56, 1.43], [-0.44, 0.42, -0.16], [0.27, -1.70, -0.53], [-1.93, -1.40, -0.17], [3.62, -1.68, 2.09], [3.67, -0.21, 1.65], [5.09, 0.02, 1.54], [5.74, -0.88, 2.33], [6.87, -0.77, 2.68], [4.92, -1.90, 2.65], [3.42, -2.32, 1.24], [2.88, -1.81, 2.88], [3.19, 0.45, 2.36], [3.26, -0.15, 0.65], [0.11, -2.68, 4.92], [-0.15, -1.22, 4.76], [1.10, -0.53, 4.87], [1.21, 0.66, 4.30], [0.43, 1.19, 3.55], [2.37, 1.19, 4.67], [2.60, 2.54, 4.23], [-0.83, -3.22, 5.09], [0.54, -2.86, 5.92], [0.70, -3.13, 4.13], [-0.88, -0.81, 5.46], [-0.59, -1.07, 3.77], [3.50, 2.87, 4.74], [1.74, 3.16, 4.47], [2.77, 2.54, 3.15], [4.77, 2.29, -1.33], [4.57, 3.14, -0.11], [3.43, 2.72, 0.65], [2.20, 3.17, 0.39], [1.23, 2.63, 0.85], [2.17, 4.29, -0.31], [0.87, 4.80, -0.64], [5.81, 2.38, -1.69], [4.21, 2.67, -2.18], [4.65, 1.24, -1.10], [4.48, 4.20, -0.34], [5.44, 3.02, 0.54], [0.20, 4.00, -0.93], [0.99, 5.50, -1.45], [0.45, 5.31, 0.23], [1.33, 1.35, -2.88], [1.87, 0.66, -4.13], [3.19, 0.14, -3.91], [3.25, -1.01, -3.26], [2.32, -1.65, -2.86], [4.54, -1.34, -3.13], [4.80, -2.61, -2.56], [2.09, 2.03, -2.48], [1.06, 0.57, -2.17], [0.41, 1.91, -3.06], [1.97, 1.37, -4.95], [1.20, -0.14, -4.44], [4.04, -2.85, -1.82], [5.83, -2.62, -2.19], [4.74, -3.40, -3.32], [-2.18, 0.73, -2.66], [-2.91, 1.75, -3.48], [-1.96, 2.72, -3.99], [-1.82, 3.92, -3.44], [-0.89, 4.65, -3.67], [-2.83, 4.22, -2.62], [-2.68, 5.37, -1.78], [-1.42, 0.18, -3.21], [-2.91, 0.02, -2.26], [-1.74, 1.23, -1.80], [-3.64, 2.24, -2.83], [-3.41, 1.37, -4.37], [-1.77, 5.25, -1.20], [-3.50, 5.38, -1.08], [-2.69, 6.29, -2.37], [-5.47, -5.60, -0.98], [-5.38, -4.20, -1.51], [-4.46, -4.12, -2.62], [-3.21, -3.86, -2.28], [-2.81, -3.80, -1.15], [-2.49, -3.67, -3.38], [-1.18, -3.15, -3.20], [-5.85, -6.25, -1.78], [-6.17, -5.71, -0.15], [-4.54, -6.01, -0.60], [-5.09, -3.50, -0.73], [-6.35, -3.87, -1.89], [-1.21, -2.06, -3.15], [-0.59, -3.41, -4.08], [-0.68, -3.51, -2.31]], "mulliken_charge": [1.093, 0.808, 1.773, -0.430, -0.341, -0.396, -0.359, -0.547, -0.391, 1.461, -0.342, -0.486, -0.358, -0.405, -0.359, -0.410, 2.197, -0.435, -0.491, -0.333, -0.454, -0.327, -0.444, 0.270, 1.042, -0.504, 0.488, -0.577, -0.430, 0.186, 0.037, -0.874, 0.069, -1.343, 0.458, -0.366, 0.494, -0.540, -0.363, -0.230, 0.374, 0.401, 0.223, 0.409, -0.235, 0.220, 0.340, -0.180, -0.959, -0.515, -0.314, 0.387, -0.080, -0.507, -0.496, 0.474, 0.337, 0.101, 0.443, 0.353, -0.076, 0.305, 0.397, 0.693, -0.689, -0.366, 0.802, -0.509, -0.366, -0.609, -0.190, -0.215, -0.201, 0.381, 0.322, 0.242, 0.237, 0.292, 0.301, -0.737, -0.377, 0.902, -0.618, -0.343, -0.313, -0.165, 0.349, -0.339, 0.396, 0.395, -0.042, 0.230, 0.291, -1.090, 0.046, -0.395, 0.567, -0.286, -0.411, -0.410, 0.355, 0.331, 0.233, 0.128, 0.291, 0.071, 0.327, 0.253]}



E (eV)
-90780.957; -187433.758; -122929.959; -138639.943